Entry 1:
This record from the OMol25 dataset describes a single C4H5NO molecule at a distorted geometry. The level of theory is wB97M-V/def2-TZVPD.

The total charge is 0. As for the SMILES: C[C@H](C#N)C=O. The calculation puts the LUMO energy at 0.387 eV.

Geometry as XYZ:
```
11
Properties=species:S:1:pos:R:3:lowdin_charge:R:1
C -1.088 -0.625 0.451 -0.050
C 0.175 0.238 0.337 -0.310
C -0.038 1.591 -0.185 -0.212
N -0.027 2.595 -0.760 0.163
C 1.214 -0.373 -0.627 -0.219
O 1.538 -1.529 -0.597 0.083
H -1.745 -0.254 1.242 0.085
H -1.644 -0.635 -0.490 0.092
H -0.796 -1.651 0.689 0.084
H 0.650 0.315 1.325 0.155
H 1.632 0.347 -1.361 0.129
```

Entry 2:
This record from the OMol25 dataset describes a single C4H5NO molecule at a distorted geometry. The level of theory is wB97M-V/def2-TZVPD.

The total charge is 0. As for the SMILES: C#CN(C)C=O. The calculation puts the LUMO energy at 0.768 eV.

Geometry as XYZ:
```
11
Properties=species:S:1:pos:R:3:lowdin_charge:R:1
C 2.169 1.164 0.132 0.114
C 1.146 0.561 -0.006 -0.124
N -0.183 0.066 0.159 -0.101
C -0.369 -1.387 0.058 -0.014
C -1.250 0.914 0.000 -0.301
O -2.410 0.562 0.082 0.041
H 3.156 1.380 -0.143 0.016
H -0.403 -1.797 0.997 0.068
H -1.175 -1.459 -0.585 0.063
H 0.351 -1.951 -0.567 0.109
H -1.033 1.947 -0.128 0.126
```

Entry 3:
This record from the OMol25 dataset describes a single C4H5NO molecule. The level of theory is wB97M-V/def2-TZVPD.

The total charge is 0. As for the SMILES: C#CCC(N)=O. The calculation puts the LUMO energy at 0.789 eV.

Geometry as XYZ:
```
11
Properties=species:S:1:pos:R:3:lowdin_charge:R:1
C -1.981 -1.601 0.607 0.103
C -1.088 -0.793 0.543 -0.139
C -0.321 0.455 0.586 -0.130
C 0.886 0.839 -0.266 -0.538
N 1.414 -0.045 -1.179 0.152
O 1.231 2.003 -0.217 0.055
H -2.811 -2.274 0.646 0.027
H -0.091 0.727 1.620 0.130
H -1.016 1.205 0.202 0.133
H 2.068 0.434 -1.785 0.104
H 1.753 -0.930 -0.831 0.103
```

Entry 4:
This record from the OMol25 dataset describes a single C4H5NO molecule. The level of theory is wB97M-V/def2-TZVPD.

The total charge is 0. As for the SMILES: C#C/C(C)=N/O. The calculation puts the LUMO energy at 0.910 eV.

Geometry as XYZ:
```
11
Properties=species:S:1:pos:R:3:lowdin_charge:R:1
C 2.600 -0.355 0.143 0.130
C 1.493 0.002 -0.170 -0.085
C 0.078 0.235 -0.228 -0.375
C -0.800 -0.951 0.065 -0.030
N -0.321 1.447 -0.346 0.036
O -1.692 1.527 -0.193 -0.057
H 3.556 -0.659 0.501 0.029
H -1.417 -1.220 -0.798 0.089
H -0.176 -1.803 0.337 0.080
H -1.470 -0.703 0.893 0.084
H -1.850 2.480 -0.205 0.099
```

Entry 5:
This record from the OMol25 dataset describes a single C4H5NO molecule at a distorted geometry. The level of theory is wB97M-V/def2-TZVPD.

The total charge is 0. As for the SMILES: N#CC[C@H]1CO1. The calculation puts the LUMO energy at 0.856 eV.

Geometry as XYZ:
```
11
Properties=species:S:1:pos:R:3:lowdin_charge:R:1
N 2.736 0.594 0.517 0.149
C 1.954 -0.151 0.106 -0.222
C 0.725 -0.890 -0.211 -0.112
C -0.398 -0.022 0.344 -0.330
C -1.342 0.891 -0.305 -0.088
O -1.718 -0.429 0.083 -0.031
H 0.693 -1.814 0.379 0.129
H 0.648 -1.195 -1.261 0.129
H -0.175 0.238 1.384 0.146
H -1.763 1.669 0.336 0.115
H -1.359 1.108 -1.370 0.116
```

Entry 6:
This record from the OMol25 dataset describes a single C4H5NO molecule at a distorted geometry. The level of theory is wB97M-V/def2-TZVPD.

The total charge is 0. As for the SMILES: Nc1ccoc1. The calculation puts the LUMO energy at 1.035 eV.

Geometry as XYZ:
```
11
Properties=species:S:1:pos:R:3:lowdin_charge:R:1
N 0.900 0.747 -1.490 0.050
C 0.115 0.238 -0.443 -0.356
C 0.425 -0.988 0.303 -0.008
C -0.592 -1.059 1.242 -0.153
O -1.466 -0.042 1.160 -0.023
C -0.982 0.771 0.147 -0.089
H 1.899 0.404 -1.527 0.107
H 0.924 1.797 -1.417 0.107
H 1.255 -1.706 0.110 0.113
H -0.906 -1.801 2.012 0.132
H -1.574 1.639 -0.095 0.119
```

Entry 7:
This record from the OMol25 dataset describes a single C4H5NO molecule. The level of theory is wB97M-V/def2-TZVPD.

The total charge is 0. As for the SMILES: C=C=C(C)N=O. The calculation puts the LUMO energy (alpha / beta) at -0.129 / -0.129 eV.

Geometry as XYZ:
```
11
Properties=species:S:1:pos:R:3:lowdin_charge:R:1
C -0.670 2.023 -0.254 0.033
C 0.151 1.012 -0.305 -0.053
C 0.434 -0.269 -0.348 -0.311
C 0.823 -1.126 0.821 -0.042
N -0.195 -0.797 -1.575 0.007
O -1.044 -1.602 -1.284 -0.003
H -1.703 1.715 -0.084 0.077
H -0.485 3.085 -0.355 0.057
H 1.864 -1.473 0.819 0.080
H 0.666 -0.574 1.752 0.084
H 0.159 -1.993 0.813 0.072
```

Entry 8:
This record from the OMol25 dataset describes a single C4H5NO molecule at a distorted geometry. The level of theory is wB97M-V/def2-TZVPD.

The total charge is 0. As for the SMILES: CCC(=O)C#N. The calculation puts the LUMO energy at -0.367 eV.

Geometry as XYZ:
```
11
Properties=species:S:1:pos:R:3:lowdin_charge:R:1
C -1.109 -0.402 -0.239 -0.092
C -0.043 0.650 -0.590 -0.155
C 1.174 0.555 0.309 -0.389
O 2.021 1.395 0.466 0.126
C 1.265 -0.742 1.038 -0.126
N 1.228 -1.763 1.581 0.183
H -0.710 -1.155 0.456 0.043
H -1.451 -0.947 -1.119 0.078
H -1.968 0.055 0.254 0.079
H -0.407 1.682 -0.525 0.125
H 0.329 0.540 -1.619 0.130
```

Entry 9:
This record from the OMol25 dataset describes a single C4H5NO molecule at a distorted geometry. The level of theory is wB97M-V/def2-TZVPD.

The total charge is 0. As for the SMILES: CC(O)=C=C=N. The calculation puts the LUMO energy at 0.327 eV.

Geometry as XYZ:
```
11
Properties=species:S:1:pos:R:3:lowdin_charge:R:1
C -1.307 0.460 -0.117 -0.011
C -0.278 -0.609 -0.011 -0.442
O -0.617 -1.894 0.089 0.063
C 0.975 -0.164 0.067 -0.001
C 2.308 -0.550 0.063 -0.107
N 3.609 -0.856 -0.053 0.061
H -2.141 0.287 0.459 0.063
H -0.835 1.380 0.099 0.077
H -1.557 0.422 -1.147 0.087
H 0.279 -2.373 0.328 0.183
H 4.310 -0.166 -0.259 0.027
```

Entry 10:
This record from the OMol25 dataset describes 2 unconnected molecules or ions with the total composition C4H5NO. The level of theory is wB97M-V/def2-TZVPD.

The total charge is 0. As for the SMILES: O=C1C#CCN1.[H][H]. The calculation puts the LUMO energy at -0.028 eV.

Geometry as XYZ:
```
11
Properties=species:S:1:pos:R:3:lowdin_charge:R:1
O 2.212 -0.559 0.219 0.062
C 1.028 -0.346 0.092 -0.529
C 0.224 0.896 0.108 -0.114
C -1.036 1.037 -0.008 0.000
C -1.310 -0.466 -0.188 -0.197
N -0.022 -1.197 -0.113 0.070
H -1.992 -0.811 0.595 0.114
H -1.784 -0.626 -1.161 0.114
H 0.094 -2.198 -0.169 0.149
H 1.305 2.093 0.696 0.171
H 1.282 2.178 -0.071 0.160
```

Entry 11:
This record from the OMol25 dataset describes a single C4H5NO molecule. The level of theory is wB97M-V/def2-TZVPD.

The total charge is 0. As for the SMILES: O=C1C[C@H]2N[C@@H]12. The calculation puts the LUMO energy at 0.980 eV.

Geometry as XYZ:
```
11
Properties=species:S:1:pos:R:3:lowdin_charge:R:1
O 1.364 0.235 1.942 0.096
C 0.640 0.020 1.005 -0.362
C 0.842 -0.632 -0.387 -0.033
C -0.261 0.340 -0.829 -0.235
N -1.521 -0.058 -0.284 0.067
C -0.638 0.695 0.598 -0.143
H 1.814 -0.545 -0.879 0.116
H 0.522 -1.678 -0.426 0.110
H -0.185 1.056 -1.639 0.140
H -1.565 -1.059 -0.106 0.104
H -1.012 1.626 1.006 0.139
```

Entry 12:
This record from the OMol25 dataset describes a single C4H5NO molecule at a distorted geometry. The level of theory is wB97M-V/def2-TZVPD.

The total charge is 0. As for the SMILES: N#CCCC=O. The calculation puts the LUMO energy at 0.684 eV.

Geometry as XYZ:
```
11
Properties=species:S:1:pos:R:3:lowdin_charge:R:1
N 2.667 0.164 -1.097 0.144
C 1.800 0.246 -0.336 -0.224
C 0.713 0.314 0.646 -0.181
C -0.477 -0.572 0.267 -0.159
C -1.425 0.107 -0.697 -0.254
O -1.264 1.225 -1.123 0.062
H 1.120 0.015 1.617 0.121
H 0.385 1.355 0.721 0.120
H -0.150 -1.521 -0.178 0.126
H -1.054 -0.843 1.161 0.122
H -2.315 -0.489 -0.983 0.124
```

Entry 13:
This record from the OMol25 dataset describes a single C4H5NO molecule. The level of theory is wB97M-V/def2-TZVPD.

The total charge is 0. As for the SMILES: [H]/N=C/C=C=CO. The calculation puts the LUMO energy at 0.373 eV.

Geometry as XYZ:
```
11
Properties=species:S:1:pos:R:3:lowdin_charge:R:1
H -1.299 2.677 -0.340 0.044
N -0.781 1.804 -0.245 0.090
C -1.577 0.839 -0.015 -0.259
C -1.070 -0.528 0.240 -0.097
C 0.213 -0.779 0.158 -0.005
C 1.469 -0.967 -0.137 -0.200
O 2.533 -0.671 0.668 0.005
H -2.664 0.957 0.079 0.101
H -1.777 -1.295 0.553 0.096
H 1.650 -1.506 -1.062 0.122
H 3.302 -0.532 0.101 0.101
```

Entry 14:
This record from the OMol25 dataset describes a molecular structure, C4H5NO at a distorted geometry. The level of theory is wB97M-V/def2-TZVPD.

The total charge is 0. The calculation puts the LUMO energy at 0.882 eV.

Geometry as XYZ:
```
11
Properties=species:S:1:pos:R:3:lowdin_charge:R:1
N 0.361 1.545 1.393 0.138
C -0.170 2.030 0.438 -0.060
C 0.341 0.505 -0.103 -0.283
C 0.524 -0.890 0.519 -0.153
O -0.283 -1.453 -0.520 -0.101
C -0.832 -0.166 -0.809 -0.166
H 1.162 0.763 -0.763 0.128
H 0.058 -1.009 1.500 0.119
H 1.534 -1.305 0.525 0.125
H -1.786 -0.006 -0.295 0.126
H -0.944 0.027 -1.877 0.128
```

Entry 15:
This record from the OMol25 dataset describes a single C4H5NO molecule at a distorted geometry. The level of theory is wB97M-V/def2-TZVPD.

The total charge is 0. The calculation puts the LUMO energy at 0.907 eV.

Geometry as XYZ:
```
11
Properties=species:S:1:pos:R:3:lowdin_charge:R:1
C 1.194 0.157 -0.534 0.000
C 1.469 -1.018 1.630 -0.069
C -0.141 0.317 -0.371 -0.107
C -0.828 -0.448 0.845 -0.197
N 0.065 -1.073 1.718 -0.053
O 0.993 -0.149 2.409 0.048
H 1.643 0.913 -1.292 0.102
H -0.884 0.900 -0.807 0.065
H 1.798 -0.459 0.047 -0.037
H -1.373 0.500 1.301 0.163
H -1.482 -1.176 0.530 0.084
```

Entry 16:
This record from the OMol25 dataset describes a single C4H5NO molecule. The level of theory is wB97M-V/def2-TZVPD.

The total charge is 0. As for the SMILES: C#CCNC=O. The calculation puts the LUMO energy at 0.836 eV.

Geometry as XYZ:
```
11
Properties=species:S:1:pos:R:3:lowdin_charge:R:1
C -0.508 1.375 1.778 0.115
C -0.378 0.269 1.326 -0.116
C -0.375 -0.822 0.349 -0.215
N 0.907 -1.007 -0.297 0.013
C 1.287 -0.114 -1.257 -0.359
O 0.564 0.743 -1.720 0.027
H -0.681 2.389 2.037 0.027
H -1.063 -0.461 -0.420 0.126
H -0.748 -1.771 0.737 0.119
H 1.625 -1.534 0.177 0.133
H 2.323 -0.276 -1.603 0.130
```

Entry 17:
This record from the OMol25 dataset describes a molecular structure, C4H5NO. The level of theory is wB97M-V/def2-TZVPD.

The total charge is 0. The calculation puts the LUMO energy at 0.031 eV.

Geometry as XYZ:
```
11
Properties=species:S:1:pos:R:3:lowdin_charge:R:1
N 1.627 -0.344 0.188 0.135
C 0.407 0.241 -0.027 -0.610
C 0.380 1.694 0.225 0.225
O -0.706 0.182 1.128 -0.062
C -1.454 -0.488 0.177 -0.132
C -0.614 -0.507 -0.853 0.001
H 2.156 0.101 0.927 0.096
H 1.652 -1.352 0.185 0.100
H -0.350 2.126 -0.480 0.028
H -2.458 -0.826 0.412 0.120
H -0.639 -0.828 -1.882 0.099
```

Entry 18:
This record from the OMol25 dataset describes a single C4H5NO molecule at a distorted geometry. The level of theory is wB97M-V/def2-TZVPD.

The total charge is 0. As for the SMILES: CCN=C=C=O. The calculation puts the LUMO energy at -0.807 eV.

Geometry as XYZ:
```
11
Properties=species:S:1:pos:R:3:lowdin_charge:R:1
C 1.695 -0.196 0.380 -0.093
C 0.218 -0.106 0.025 -0.292
N -0.621 -1.159 -0.635 0.024
C -1.804 -0.757 -0.801 -0.096
C -2.321 0.517 -0.431 -0.157
O -3.147 1.326 -0.336 0.181
H 1.903 0.792 0.819 0.079
H 2.366 -0.314 -0.474 0.071
H 1.936 -0.938 1.145 0.070
H -0.326 0.088 0.953 0.108
H 0.101 0.748 -0.646 0.106
```

Entry 19:
This record from the OMol25 dataset describes 3 unconnected molecules or ions with the total composition C4H5NO at a distorted geometry. The level of theory is wB97M-V/def2-TZVPD.

The total charge is 0. The calculation puts the LUMO energy at 0.350 eV.

Geometry as XYZ:
```
11
Properties=species:S:1:pos:R:3:lowdin_charge:R:1
C 1.970 -0.897 0.061 0.042
C 0.916 -0.219 0.513 -0.179
C -1.638 2.361 0.271 -0.005
O -0.734 2.534 -0.396 -0.009
C -0.309 -0.865 0.898 -0.260
N -1.305 -1.368 1.209 0.150
H 1.956 -1.978 -0.037 0.075
H -2.176 -0.072 -1.785 0.034
H 2.878 -0.374 -0.222 0.067
H 0.933 0.863 0.605 0.079
H -2.490 0.014 -1.117 0.007
```

Entry 20:
This record from the OMol25 dataset describes a molecular structure, C4H5NO at a distorted geometry. The level of theory is wB97M-V/def2-TZVPD.

The total charge is 0. The calculation puts the LUMO energy at 0.843 eV.

Geometry as XYZ:
```
11
Properties=species:S:1:pos:R:3:lowdin_charge:R:1
C -2.041 -0.277 0.040 -0.045
C -0.851 0.478 0.313 -0.072
C 0.151 1.200 0.378 0.065
C 1.148 0.097 0.277 -0.606
O 0.856 -1.016 0.721 -0.004
N 2.296 0.260 -0.417 0.158
H -2.234 -0.204 -1.029 0.093
H -2.819 0.231 0.609 0.095
H -2.010 -1.332 0.336 0.106
H 2.895 -0.549 -0.383 0.109
H 2.608 1.112 -0.846 0.102
```